1.
Density functional theory data (ωB97M-V/def2-TZVPD) for C7H20F6N10O11S2V as an isolated structure.

Geometry (Å):
V1 8.11 9.94 9.72
C1 6.46 8.21 13.54
F1 5.69 8.08 14.63
F2 7.68 8.67 13.88
F3 6.52 7.00 12.91
S1 5.70 9.53 12.37
O1 6.74 9.90 11.38
O2 4.51 8.91 11.76
O3 5.31 10.67 13.13
C2 6.25 10.69 5.64
F4 5.26 11.20 4.95
F5 5.92 9.45 6.10
F6 7.37 10.59 4.88
S2 6.65 11.88 7.08
O4 7.55 11.22 8.02
O5 7.26 13.07 6.45
O6 5.39 12.25 7.79
C3 9.13 6.89 10.95
O7 8.75 7.96 10.54
N1 8.75 5.67 10.58
N2 9.88 6.76 12.02
H1 8.24 5.58 9.72
H2 9.14 4.91 11.14
H3 10.36 7.53 12.46
H4 10.14 5.80 12.20
C4 10.96 10.17 11.47
O8 10.10 10.48 10.65
N3 10.70 9.82 12.69
N4 12.18 9.87 11.21
H5 9.77 10.02 13.03
H6 11.50 9.65 13.28
H7 12.72 9.62 12.02
H8 12.58 10.05 10.30
C5 5.98 7.68 8.66
O9 6.58 8.74 8.80
N5 4.76 7.54 9.09
N6 6.34 6.62 8.01
H9 4.43 8.28 9.71
H10 4.24 6.68 9.13
H11 5.67 5.91 7.77
H12 7.25 6.62 7.56
C6 9.82 8.85 7.00
O10 9.24 9.03 8.08
N7 10.27 9.70 6.17
N8 9.95 7.67 6.62
H13 10.85 9.36 5.41
H14 10.39 10.67 6.43
H15 10.44 7.44 5.77
H16 9.63 6.92 7.22
C7 7.75 13.04 11.34
O11 8.00 12.14 10.56
N9 6.65 12.97 12.05
N10 8.57 13.99 11.67
H17 6.44 13.63 12.79
H18 6.24 12.04 12.02
H19 8.34 14.74 12.31
H20 9.36 14.10 11.06

Properties
HOMO level (alpha / beta) in eV: -6.24 / -7.90
Multiplicity: 4
⟨S²⟩: 3.752
Net charge: 0


2.
Density functional theory data (ωB97M-V/def2-TZVPD) for C23H18Cl4CsIN4O4 as an isolated structure.

Geometry (Å):
Cs1 0.20 0.93 -2.10
Cl1 1.52 -3.23 -8.41
C1 1.45 -2.75 -6.73
C2 1.79 -3.64 -5.74
Cl2 2.29 -5.27 -6.14
C3 1.72 -3.23 -4.39
Cl3 2.11 -4.37 -3.12
C4 1.32 -1.95 -4.00
O1 1.22 -1.57 -2.78
C5 1.00 -0.97 -5.06
O2 0.65 0.21 -4.72
C6 1.05 -1.44 -6.39
Cl4 0.63 -0.30 -7.64
N1 -3.26 -1.89 -0.40
C7 -2.81 -0.57 -0.85
C8 -2.53 0.34 0.35
C9 -2.41 1.83 -0.02
O3 -3.48 2.44 -0.22
O4 -1.25 2.32 -0.09
H1 -3.06 -2.59 -1.11
H2 -4.26 -1.89 -0.26
H3 -3.53 -0.08 -1.51
H4 -1.90 -0.72 -1.44
H5 -1.63 -0.01 0.87
H6 -3.37 0.23 1.05
N2 2.26 -2.13 -0.25
C10 2.31 -2.13 1.10
C11 2.84 -3.19 1.83
C12 2.94 -3.13 3.22
C13 2.53 -2.04 3.94
C14 1.96 -0.94 3.24
C15 1.48 0.21 3.89
C16 0.91 1.22 3.17
C17 0.80 1.07 1.76
N3 1.24 0.02 1.12
C18 1.83 -0.98 1.83
H7 2.36 -2.98 -0.78
H8 1.80 -1.40 -0.77
H9 3.19 -4.06 1.29
H10 3.36 -3.98 3.75
H11 2.61 -2.00 5.01
H12 1.56 0.28 4.97
H13 0.52 2.11 3.65
H14 0.29 1.83 1.17
I1 0.49 5.59 0.47
C19 -0.96 4.99 1.86
C20 -2.20 4.58 1.42
C21 -3.09 4.14 2.39
C22 -2.71 4.15 3.72
N4 -1.51 4.56 4.14
C23 -0.65 4.98 3.21
H15 -2.48 4.52 0.38
H16 -4.06 3.77 2.08
H17 -3.39 3.81 4.49
H18 0.33 5.29 3.56

Properties
Energy relative to the best compared isomer or geometry (same formula, charge and spin) in eV: 0.023
HOMO level in eV: -0.84
Multiplicity: 1
Net charge: -2


3.
Density functional theory data (ωB97M-V/def2-TZVPD) for C24H26BrN4O7Pb as an isolated structure.

Geometry (Å):
Pb1 -0.20 -1.68 0.75
O1 -1.42 -1.36 5.05
C1 -1.21 -2.72 4.79
C2 0.61 -4.28 3.55
N1 0.69 -4.46 2.15
C3 -0.56 -5.06 1.58
C4 -0.92 -4.54 0.15
O2 -0.77 -5.29 -0.80
O3 -1.51 -3.36 0.13
C5 1.91 -4.73 1.40
C6 2.53 -3.38 0.87
O4 3.69 -3.04 0.86
O5 1.60 -2.66 0.28
H1 -0.55 -1.00 4.74
H2 -2.01 -3.17 4.19
H3 -1.01 -3.29 5.73
H4 -0.12 -4.96 3.98
H5 1.59 -4.38 4.07
H6 -1.39 -4.73 2.25
H7 -0.52 -6.17 1.57
H8 1.66 -5.28 0.48
H9 2.65 -5.21 2.06
O6 4.19 2.43 -2.63
C7 3.81 3.04 -1.54
C8 4.54 4.09 -0.87
C9 4.01 4.73 0.23
C10 2.80 4.30 0.78
C11 2.18 3.19 0.22
C12 2.65 2.50 -0.89
C13 1.99 1.38 -1.65
O7 1.88 1.68 -2.97
N2 0.68 1.21 -0.95
N3 -0.23 0.35 -1.36
C14 -1.20 0.82 -2.12
C15 -2.58 0.39 -2.12
Br1 -3.26 -0.69 -0.66
C16 -3.55 0.73 -3.10
C17 -3.77 2.04 -3.62
C18 -3.26 3.17 -2.95
C19 -3.65 4.44 -3.31
C20 -4.56 4.73 -4.31
C21 -5.04 3.61 -5.02
C22 -4.67 2.31 -4.67
H10 3.00 1.91 -3.02
H11 5.52 4.37 -1.22
H12 4.58 5.55 0.61
H13 2.38 4.83 1.61
H14 1.32 2.81 0.76
H15 2.45 0.37 -1.47
H16 0.32 2.05 -0.52
H17 -0.94 1.49 -2.92
H18 -4.25 -0.02 -3.43
H19 -2.56 3.04 -2.10
H20 -3.14 5.24 -2.75
H21 -4.87 5.75 -4.52
H22 -5.75 3.64 -5.85
H23 -5.09 1.47 -5.26
C23 1.92 -1.04 3.99
C24 0.61 -1.73 3.66
N4 0.05 -2.86 3.92
H24 2.27 -0.36 3.19
H25 2.73 -1.79 4.16
H26 1.76 -0.39 4.86

Properties
Energy relative to the best compared isomer or geometry (same formula, charge and spin) in eV: 3.153
HOMO level (alpha / beta) in eV: -10.06 / -10.07
Multiplicity: 1
Net charge: +1


4.
Density functional theory data (ωB97M-V/def2-TZVPD) for C42H52FLiN2O5PSi as an isolated structure.

Geometry (Å):
Li1 -0.03 1.80 0.00
F1 -5.04 3.76 -2.70
C1 -4.09 3.57 -1.78
C2 -3.10 4.47 -1.65
N1 -2.11 4.34 -0.72
C3 -0.84 5.05 -0.90
C4 0.07 4.16 -1.84
O1 0.55 4.72 -2.82
O2 0.13 2.96 -1.46
C5 -2.09 3.26 0.14
O3 -1.26 3.10 1.01
N2 -3.14 2.37 -0.01
C6 -4.13 2.36 -0.99
O4 -4.89 1.42 -1.11
H1 -3.04 5.33 -2.30
H2 -0.36 5.17 0.07
H3 -1.03 6.02 -1.36
H4 -3.04 1.53 0.54
C7 2.89 5.94 3.01
C8 2.29 5.02 3.86
C9 2.12 3.70 3.46
C10 2.55 3.26 2.20
C11 3.15 4.21 1.36
C12 3.33 5.52 1.76
Si1 2.11 1.54 1.47
C13 1.90 0.45 3.07
C14 0.64 -0.11 3.31
C15 0.40 -0.93 4.40
C16 1.42 -1.21 5.30
C17 2.67 -0.65 5.09
C18 2.90 0.17 3.99
C19 3.89 0.97 0.90
C20 5.08 1.35 1.52
C21 6.31 0.90 1.07
C22 6.40 0.07 -0.04
C23 5.23 -0.29 -0.70
C24 4.00 0.16 -0.23
H5 3.02 6.97 3.32
H6 1.95 5.33 4.84
H7 1.65 2.99 4.13
H8 3.49 3.90 0.38
H9 3.80 6.23 1.09
H10 -0.16 0.10 2.61
H11 -0.59 -1.36 4.56
H12 1.24 -1.86 6.15
H13 3.48 -0.85 5.79
H14 3.89 0.59 3.85
H15 5.05 2.03 2.37
H16 7.22 1.20 1.59
H17 7.36 -0.28 -0.40
H18 5.27 -0.91 -1.59
H19 3.09 -0.10 -0.77
O5 -1.00 0.14 -0.09
P1 -1.43 -1.07 -0.86
C25 -0.04 -2.26 -0.91
C26 0.46 -2.61 0.50
C27 1.86 -3.25 0.42
C28 2.06 -4.02 -0.89
C29 0.74 -4.63 -1.35
C30 -0.26 -3.53 -1.74
C31 -1.93 -0.61 -2.57
C32 -0.80 0.17 -3.25
C33 -1.31 0.65 -4.61
C34 -1.54 -0.55 -5.56
C35 -1.69 -1.86 -4.79
C36 -2.52 -1.69 -3.51
C37 -2.96 -1.69 -0.03
C38 -2.76 -1.54 1.50
C39 -3.78 -2.39 2.26
C40 -3.49 -3.88 2.03
C41 -3.04 -4.16 0.58
C42 -3.53 -3.08 -0.37
H20 0.74 -1.64 -1.37
H21 -0.23 -3.31 0.97
H22 0.50 -1.70 1.12
H23 2.00 -3.92 1.27
H24 2.62 -2.47 0.51
H25 2.81 -4.81 -0.75
H26 2.45 -3.36 -1.67
H27 0.33 -5.23 -0.53
H28 0.90 -5.31 -2.20
H29 -1.27 -3.92 -1.59
H30 -0.16 -3.29 -2.80
H31 -2.73 0.11 -2.34
H32 0.08 -0.45 -3.40
H33 -0.49 1.02 -2.65
H34 -0.61 1.37 -5.04
H35 -2.26 1.18 -4.45
H36 -0.70 -0.64 -6.25
H37 -2.43 -0.37 -6.16
H38 -0.70 -2.24 -4.52
H39 -2.15 -2.62 -5.42
H40 -2.62 -2.65 -3.02
H41 -3.53 -1.38 -3.80
H42 -3.68 -0.94 -0.36
H43 -2.85 -0.49 1.78
H44 -1.75 -1.85 1.80
H45 -4.78 -2.14 1.92
H46 -3.73 -2.16 3.32
H47 -4.38 -4.46 2.27
H48 -2.70 -4.20 2.72
H49 -3.42 -5.13 0.26
H50 -1.95 -4.21 0.53
H51 -4.62 -3.02 -0.30
H52 -3.31 -3.35 -1.40

Properties
Energy relative to the best compared isomer or geometry (same formula, charge and spin) in eV: 0.422
HOMO level in eV: -3.53
Multiplicity: 1
Net charge: -1


5.
Density functional theory data (ωB97M-V/def2-TZVPD) for C37H28CrOP2S2 as an isolated structure.

Geometry (Å):
Cr1 -0.13 0.39 -0.51
O1 -0.59 0.43 3.05
S1 -0.01 -0.25 1.88
C1 1.69 -0.63 2.29
C2 2.04 -0.59 3.63
C3 3.34 -0.94 3.99
C4 4.26 -1.32 3.02
C5 3.90 -1.30 1.68
C6 2.61 -0.94 1.30
P1 2.12 -0.69 -0.42
C7 3.41 0.47 -0.99
C8 3.12 1.83 -0.93
C9 4.08 2.77 -1.28
C10 5.34 2.35 -1.71
C11 5.63 0.99 -1.78
C12 4.67 0.06 -1.42
C13 2.47 -2.25 -1.27
C14 2.34 -3.46 -0.59
C15 2.57 -4.66 -1.25
C16 2.96 -4.66 -2.58
C17 3.07 -3.45 -3.27
C18 2.82 -2.25 -2.62
C19 -0.65 -1.94 1.89
C20 -0.30 -2.82 2.91
C21 -0.92 -4.05 2.98
C22 -1.90 -4.41 2.06
C23 -2.27 -3.52 1.06
C24 -1.64 -2.28 0.97
P2 -2.08 -1.02 -0.23
C25 -1.30 -1.57 -1.78
C26 -0.87 -2.85 -2.11
C27 -0.31 -3.10 -3.35
C28 -0.15 -2.06 -4.27
C29 -0.57 -0.78 -3.96
C30 -1.16 -0.54 -2.72
C31 -3.85 -1.22 -0.56
C32 -4.36 -1.47 -1.82
C33 -5.73 -1.58 -2.01
C34 -6.60 -1.43 -0.94
C35 -6.09 -1.16 0.33
C36 -4.73 -1.05 0.52
H1 1.31 -0.29 4.37
H2 3.63 -0.92 5.03
H3 5.27 -1.59 3.30
H4 4.64 -1.54 0.92
H5 2.15 2.17 -0.59
H6 3.85 3.83 -1.23
H7 6.09 3.08 -1.99
H8 6.60 0.66 -2.11
H9 4.91 -0.99 -1.49
H10 2.05 -3.47 0.45
H11 2.48 -5.59 -0.71
H12 3.16 -5.59 -3.09
H13 3.36 -3.45 -4.31
H14 2.90 -1.32 -3.17
H15 0.44 -2.55 3.64
H16 -0.65 -4.74 3.77
H17 -2.40 -5.37 2.13
H18 -3.06 -3.77 0.37
H19 -0.98 -3.66 -1.40
H20 0.01 -4.10 -3.61
H21 0.30 -2.26 -5.23
H22 -0.47 0.02 -4.67
H23 -1.62 0.43 -2.51
H24 -3.70 -1.60 -2.67
H25 -6.12 -1.79 -3.00
H26 -7.66 -1.51 -1.09
H27 -6.77 -1.04 1.16
H28 -4.35 -0.83 1.51
S2 -0.73 3.68 -0.01
C37 -0.46 2.18 -0.16

Properties
HOMO level (alpha / beta) in eV: -10.29 / -9.97
Multiplicity: 2
⟨S²⟩: 0.807
Net charge: +1


6.
Density functional theory data (ωB97M-V/def2-TZVPD) for one molecule with the formula C5H10N3P.

Geometry (Å):
C1 -1.55 -0.48 -0.06
C2 -0.36 0.39 0.05
C3 -2.95 0.03 0.00
C4 -0.67 1.91 -0.19
C5 3.17 -1.26 0.15
N1 -1.21 -1.68 -0.09
N2 -0.37 -2.43 -0.24
N3 0.80 -0.09 -0.15
P1 2.40 0.38 -0.16
H1 -3.21 0.51 -0.99
H2 -3.72 -0.69 0.21
H3 -2.90 0.90 0.63
H4 -0.09 1.93 -1.14
H5 -1.69 2.08 -0.39
H6 -0.20 2.46 0.61
H7 2.97 -2.05 -0.61
H8 2.69 -1.70 1.10
H9 4.26 -1.08 0.16
H10 2.62 0.86 1.09

Properties
Energy relative to the best compared isomer or geometry (same formula, charge and spin) in eV: 2.093
HOMO level in eV: -7.69
Multiplicity: 1
Net charge: 0


7.
Density functional theory data (ωB97M-V/def2-TZVPD) for one molecule with the formula C6H6O.

Geometry (Å):
C1 -2.38 -0.17 1.07
C2 -1.65 0.66 0.29
C3 -0.30 0.24 -0.04
C4 0.54 -0.63 0.62
C5 1.82 -0.74 -0.11
O1 1.64 0.10 -1.27
C6 0.44 0.62 -1.17
H1 -3.38 0.25 1.27
H2 0.30 -1.14 1.55
H3 2.67 -0.32 0.44
H4 2.07 -1.74 -0.48
H5 0.14 1.27 -1.98
H6 -1.91 1.61 -0.20

Properties
Energy relative to the best compared isomer or geometry (same formula, charge and spin) in eV: 5.596
HOMO level (alpha / beta) in eV: -6.35 / -6.61
Multiplicity: 1
Net charge: 0


8.
Density functional theory data (ωB97M-V/def2-TZVPD) for C31H43N3PPtSi3 as an isolated structure.

Geometry (Å):
Pt1 -0.10 0.18 0.11
N1 -3.16 -0.01 -0.29
P1 -2.10 1.45 -0.70
C1 -3.49 2.57 -1.18
C2 -3.63 3.83 -0.61
C3 -4.69 4.65 -0.99
C4 -5.60 4.21 -1.93
C5 -5.46 2.95 -2.51
C6 -4.40 2.13 -2.15
C7 -1.35 1.17 -2.34
C8 -1.26 2.28 -3.19
C9 -0.60 2.19 -4.40
C10 0.00 1.00 -4.78
C11 -0.04 -0.10 -3.92
C12 -0.68 -0.01 -2.70
C13 -2.13 -1.90 0.97
C14 -2.48 -3.08 1.61
C15 -1.68 -4.21 1.48
C16 -0.55 -4.14 0.67
C17 -0.27 -2.95 0.05
N2 -1.02 -1.85 0.21
H1 -4.10 0.39 -0.21
H2 -2.92 4.18 0.12
H3 -4.80 5.62 -0.53
H4 -6.43 4.84 -2.23
H5 -6.16 2.61 -3.26
H6 -4.27 1.17 -2.62
H7 -1.73 3.21 -2.90
H8 -0.54 3.05 -5.05
H9 0.49 0.91 -5.74
H10 0.42 -1.03 -4.22
H11 -0.78 -0.90 -2.08
H12 -3.38 -3.12 2.21
H13 -1.94 -5.12 2.00
H14 0.09 -5.00 0.53
H15 0.59 -2.85 -0.61
C18 0.27 3.41 0.24
Si1 0.80 2.34 1.73
C19 2.63 2.03 1.35
C20 0.62 3.46 3.23
C21 -0.12 0.69 2.15
Si2 1.04 -0.54 3.04
C22 0.20 -2.03 3.85
C23 2.23 -1.23 1.71
C24 1.98 0.31 4.44
Si3 -1.99 0.59 2.42
C25 -2.45 -0.11 4.11
C26 -2.90 2.25 2.31
C27 -2.94 -0.64 1.14
C28 -4.31 -0.88 1.66
C29 -5.28 -1.46 0.91
C30 -5.18 -1.97 -0.42
C31 -4.15 -1.79 -1.34
N3 -3.16 -0.92 -1.38
H16 0.89 4.31 0.25
H17 -0.77 3.73 0.29
H18 0.43 2.92 -0.72
H19 3.14 2.99 1.22
H20 2.77 1.46 0.42
H21 3.15 1.49 2.15
H22 1.24 4.35 3.11
H23 0.93 2.96 4.15
H24 -0.41 3.80 3.36
H25 -0.52 -2.51 3.19
H26 -0.30 -1.76 4.77
H27 0.97 -2.76 4.10
H28 1.98 -0.85 0.71
H29 2.17 -2.32 1.67
H30 3.26 -0.96 1.91
H31 1.29 0.66 5.22
H32 2.57 1.16 4.12
H33 2.66 -0.41 4.91
H34 -1.66 0.09 4.83
H35 -2.62 -1.19 4.11
H36 -3.35 0.38 4.49
H37 -3.21 2.54 3.31
H38 -3.80 2.22 1.69
H39 -2.25 3.04 1.92
H40 -4.54 -0.53 2.66
H41 -6.23 -1.63 1.39
H42 -5.99 -2.61 -0.74
H43 -4.16 -2.42 -2.22

Properties
Energy relative to the best compared isomer or geometry (same formula, charge and spin) in eV: 0.000
HOMO level (alpha / beta) in eV: -9.51 / -9.50
Multiplicity: 3
⟨S²⟩: 2.017
Net charge: +1